# 1
Density functional theory data (wB97M-V/def2-TZVPD) for C11H18F5N2O in the gas phase in a non-equilibrium geometry.

Positions of all 37 atoms, in Å:
C: -2.1602 -0.8062 -0.3494
C: -1.4740 0.5223 -0.0250
C: -2.5953 1.5489 0.1902
C: -0.6954 0.4759 1.2948
C: 0.8018 0.1385 1.2772
N: 1.4293 1.1473 2.1607
C: 1.1030 -1.1775 2.0213
F: 0.6634 -1.0984 3.3124
F: 2.4522 -1.3786 2.0537
C: 0.4823 -2.4829 1.4656
F: 1.0761 -3.5391 2.0719
F: 0.6692 -2.6022 0.1374
F: -0.8500 -2.5401 1.7283
C: 1.4952 0.1768 -0.1198
C: 0.6691 0.4242 -1.3984
C: 0.5684 -0.8382 -2.2925
C: 1.4531 1.4794 -2.2072
N: -0.6638 1.0192 -1.1564
O: -1.3346 1.1475 -2.2360
H: -2.8083 -0.6814 -1.2071
H: -1.4738 -1.6268 -0.5075
H: -2.7953 -1.0608 0.4926
H: -3.1572 1.3171 1.0861
H: -3.2503 1.5831 -0.6702
H: -2.1433 2.5322 0.2893
H: -0.7639 1.4623 1.7382
H: -1.2492 -0.1694 1.9634
H: 2.4150 0.9539 2.2662
H: 1.3276 2.0532 1.7298
H: 2.0565 -0.7387 -0.2523
H: 2.2447 0.9529 -0.0544
H: 1.2871 -1.5901 -1.9962
H: -0.4255 -1.2647 -2.3021
H: 0.7921 -0.5745 -3.3180
H: 1.3193 2.4457 -1.7273
H: 1.0316 1.5669 -3.1993
H: 2.5029 1.2224 -2.2600

Results
* molecular weight: 289.27 g mol⁻¹
* 2S+1: 2
* DFT total energy: -1113.968843 a.u.
* highest occupied orbital energy (spin up / spin down): -0.317 / -0.359 Eh

# 2
Density functional theory data (wB97M-V/def2-TZVPD) for C4H5NO2 in the gas phase in a non-equilibrium geometry.

Positions of all 12 atoms, in Å:
C: 0.4500 0.2474 -1.6967
C: 0.0725 -0.0715 -0.2880
C: -0.6204 -1.1050 0.1885
O: -0.9231 -0.9371 1.5267
C: -0.4658 0.3025 1.8833
O: -0.6490 0.8175 2.9562
N: 0.2561 0.8266 0.8038
H: 0.0104 1.2003 -2.0171
H: 1.5328 0.3125 -1.8437
H: 0.0557 -0.5362 -2.3508
H: -0.9330 -2.0346 -0.2598
H: 1.2138 0.9776 1.0976

Results
* molecular weight: 99.09 g mol⁻¹
* SMILES: Cc1coc(=O)[nH]1
* DFT total energy: -360.654818 a.u.
* highest occupied orbital energy: -0.331 Eh

# 3
Density functional theory data (wB97M-V/def2-TZVPD) for 7 unconnected molecules or ions with the total composition C47H86N3O16S2 in a non-equilibrium geometry.

Positions of all 154 atoms, in Å:
C: 0.6549 -4.9729 -3.0527
C: 0.7386 -3.4834 -3.4120
N: 0.5259 -2.5284 -2.3241
C: -0.7823 -2.5622 -1.6711
C: -0.7187 -3.3562 -0.3603
O: -1.6694 -3.0511 -2.6149
C: -3.0974 -2.9573 -2.4092
C: -3.5505 -4.3156 -1.8167
C: -3.6270 -4.5542 -0.2946
C: -4.9422 -5.2265 0.1124
N: -5.0655 -5.2685 1.5692
C: -3.5687 -2.9638 -3.8879
C: -4.9508 -2.4543 -4.2804
C: -6.1143 -3.3596 -3.8852
C: -4.9484 -2.3918 -5.8317
C: -3.5876 -1.6694 -1.6669
C: -4.9343 -1.8065 -0.9166
C: -6.0868 -0.9523 -1.5294
C: -4.9141 -1.5820 0.6053
C: -6.1207 -2.2476 1.2939
N: -2.4961 -0.9279 -0.8542
S: -2.8735 0.7879 -0.4524
C: -2.6643 0.8946 1.3095
O: -1.9297 1.6696 -1.0463
O: -4.2215 1.0976 -0.8006
C: -1.0893 -1.0468 -1.4339
S: -0.9818 -0.3144 -3.1298
C: -0.0515 -0.4505 -0.4591
C: 0.9308 0.6164 -0.9540
C: 1.7918 1.0069 0.2404
O: 1.0130 1.7108 1.2061
C: 1.6362 1.7103 2.4752
H: -0.3306 -5.4007 -3.2120
H: 0.9535 -5.1046 -2.0108
H: 1.3871 -5.5245 -3.6370
H: 0.1385 -3.2440 -4.2855
H: 1.7654 -3.3129 -3.7412
H: 1.2598 -2.6332 -1.6402
H: -0.9261 -4.3971 -0.5902
H: -1.4900 -3.0680 0.3624
H: 0.2332 -3.2613 0.1479
H: -4.5165 -4.5982 -2.2341
H: -2.8519 -5.0371 -2.2371
H: -3.4948 -3.6615 0.3134
H: -2.8545 -5.2598 0.0049
H: -4.9031 -6.2524 -0.2569
H: -5.7982 -4.7577 -0.3839
H: -5.7539 -4.6100 1.9038
H: -5.3583 -6.1800 1.8880
H: -3.4947 -3.9992 -4.2241
H: -2.8193 -2.4177 -4.4604
H: -5.1113 -1.4122 -4.0009
H: -5.8865 -4.3644 -4.2540
H: -7.0325 -3.0647 -4.3876
H: -6.2802 -3.4602 -2.8142
H: -5.9666 -2.2296 -6.1804
H: -4.3169 -1.5731 -6.1666
H: -4.6135 -3.3453 -6.2378
H: -3.7748 -0.9460 -2.4582
H: -5.3082 -2.8244 -1.0130
H: -5.7359 -0.2403 -2.2670
H: -6.5102 -0.3439 -0.7310
H: -6.8952 -1.5722 -1.9008
H: -4.0092 -1.9907 1.0731
H: -4.9559 -0.5289 0.8684
H: -6.9245 -1.5144 1.3606
H: -5.8884 -2.5508 2.3103
H: -6.5226 -3.0739 0.7110
H: -2.4247 -1.4383 0.0337
H: -3.5768 1.2727 1.7591
H: -2.4589 -0.0720 1.7678
H: -1.8103 1.5395 1.5027
H: -2.0733 0.4638 -3.1149
H: -0.5285 0.0316 0.3956
H: 0.5775 -1.2261 -0.0292
H: 1.6122 0.2275 -1.7052
H: 0.4082 1.5149 -1.2637
H: 2.1793 0.0950 0.7153
H: 2.6585 1.5641 -0.1007
H: 2.7233 1.6743 2.3869
H: 1.3692 2.6185 3.0110
H: 1.3259 0.8408 3.0633
O: 4.2745 0.9721 -1.4033
C: 4.9581 1.9508 -1.5549
O: 6.0008 2.2238 -0.7534
C: 6.5680 3.5121 -1.0937
C: 6.1443 3.7613 -2.5316
C: 4.7901 3.0504 -2.5835
H: 6.1650 4.2542 -0.4023
H: 7.6465 3.4686 -0.9696
H: 6.1053 4.8146 -2.7882
H: 6.8360 3.2788 -3.2118
H: 3.9688 3.6971 -2.2669
H: 4.5675 2.6267 -3.5589
O: -0.0364 -7.8197 -5.1168
C: 1.0320 -8.3545 -5.1449
O: 2.0077 -8.1015 -4.2347
C: 3.2132 -8.8035 -4.5990
C: 2.7578 -9.9531 -5.4878
C: 1.5343 -9.3502 -6.1729
H: 3.8713 -8.1070 -5.1222
H: 3.7071 -9.1406 -3.6913
H: 3.5308 -10.2960 -6.1717
H: 2.4546 -10.7998 -4.8711
H: 1.7988 -8.8033 -7.0791
H: 0.7652 -10.0827 -6.3983
O: -1.7791 4.1923 6.5993
C: -1.6295 4.5206 5.4616
O: -0.9242 5.6174 5.0985
C: -1.0031 5.8152 3.6753
C: -1.3485 4.4473 3.1034
C: -2.1903 3.8409 4.2247
H: -1.7731 6.5613 3.4713
H: -0.0461 6.1861 3.3168
H: -1.8571 4.4990 2.1423
H: -0.4365 3.8626 2.9713
H: -3.2460 4.0997 4.1316
H: -2.0698 2.7631 4.2976
O: -4.2628 1.8328 12.0543
C: -3.6396 2.6123 11.3986
O: -2.7340 2.2241 10.4687
C: -2.0657 3.3710 9.9101
C: -3.0090 4.5403 10.1570
C: -3.6838 4.1288 11.4653
H: -1.1086 3.4954 10.4220
H: -1.8824 3.1960 8.8547
H: -2.4979 5.4996 10.1978
H: -3.7511 4.5887 9.3591
H: -3.1187 4.4512 12.3409
H: -4.7100 4.4751 11.5435
O: 4.5596 7.1327 1.6226
C: 4.0464 7.4702 2.6467
O: 4.1895 8.7117 3.1665
C: 3.5478 8.7960 4.4526
C: 2.5143 7.6771 4.4523
C: 3.1883 6.6262 3.5732
H: 4.3060 8.6608 5.2262
H: 3.1085 9.7838 4.5623
H: 2.2612 7.3266 5.4508
H: 1.5961 8.0244 3.9754
H: 3.8429 5.9677 4.1458
H: 2.4827 6.0322 2.9983
O: 8.6513 4.6289 -3.5521
C: 9.7479 4.1951 -3.3428
O: 10.4241 4.4645 -2.2052
C: 11.7499 3.9043 -2.2667
C: 11.6609 2.7874 -3.2993
C: 10.5953 3.3273 -4.2529
H: 12.4414 4.6939 -2.5655
H: 12.0266 3.5515 -1.2769
H: 12.6146 2.5659 -3.7726
H: 11.3005 1.8736 -2.8251
H: 11.0209 3.9608 -5.0323
H: 9.9921 2.5454 -4.7052

Results
* molecular weight: 1013.34 g mol⁻¹
* DFT total energy: -4006.681210 a.u.
* net charge: +1
* highest occupied orbital energy: -0.405 Eh

# 4
Density functional theory data (wB97M-V/def2-TZVPD) for a molecular structure, C5H8NOS in a non-equilibrium geometry.

Positions of all 16 atoms, in Å:
C: 2.3680 -0.4532 1.2108
C: -1.0121 1.0160 -0.5275
C: -1.1375 -0.3495 0.2501
C: 1.0900 -0.5274 1.5221
C: -0.4666 0.8790 -1.9158
N: 0.2168 -0.9350 0.4028
O: 3.4886 -0.5444 1.1467
S: 0.8493 0.0008 -2.2438
H: -2.1202 1.4309 -0.4273
H: -0.3746 1.7605 0.1372
H: -1.7118 -0.1175 1.2175
H: -1.6092 -1.0150 -0.3671
H: 0.7507 0.0153 2.3267
H: -0.8668 1.3771 -2.7636
H: 0.0259 -1.9090 0.5868
H: 0.5094 -0.6286 -0.5557

Results
* molecular weight: 130.19 g mol⁻¹
* DFT total energy: -723.135627 a.u.
* net charge: +1
* highest occupied orbital energy (spin up / spin down): -0.506 / -0.506 Eh

# 5
Density functional theory data (wB97M-V/def2-TZVPD) for a molecular structure, C47H33Cl5F3N2O2P2SV in a non-equilibrium geometry.

Positions of all 96 atoms, in Å:
V: -17.2259 -14.8176 6.8554
Cl: -16.4337 -17.4398 9.6555
C: -17.9209 -16.5394 9.5736
C: -18.0994 -15.6727 8.5121
C: -19.2629 -14.9291 8.4824
Cl: -19.3415 -13.4473 7.5043
C: -20.4820 -15.3456 9.1523
Cl: -21.9044 -14.4529 9.0061
C: -20.3474 -16.4690 9.9230
Cl: -21.8005 -17.3962 10.3641
C: -19.0487 -16.9287 10.2487
Cl: -18.7910 -17.6843 11.7881
O: -15.2782 -12.4779 5.6674
S: -16.0234 -12.7766 4.4502
O: -15.2785 -13.0811 3.2476
N: -16.9370 -14.1989 4.9175
C: -17.6461 -14.7324 3.8764
C: -17.8463 -14.2943 2.5674
C: -18.7752 -15.0152 1.7885
C: -19.3157 -16.2383 2.1770
C: -19.0674 -16.6939 3.4745
C: -19.4328 -17.9932 3.9148
C: -19.2172 -18.3518 5.2679
C: -18.5265 -17.4543 6.0874
N: -17.9852 -16.3155 5.6198
C: -18.3350 -15.8915 4.3612
C: -17.2113 -11.4970 4.1605
C: -16.7398 -10.3164 3.5770
C: -17.6286 -9.2153 3.4349
C: -18.9846 -9.3646 3.7623
C: -19.4577 -10.5602 4.1981
C: -18.5846 -11.5962 4.4946
H: -17.2219 -13.5102 2.1470
H: -19.0412 -14.6523 0.7917
H: -19.9751 -16.7617 1.4533
H: -19.8678 -18.7609 3.2796
H: -19.5535 -19.2753 5.6938
H: -18.3170 -17.7009 7.1133
H: -15.7072 -10.1618 3.2922
H: -17.2385 -8.2513 3.1668
H: -19.6309 -8.5095 3.5678
H: -20.5335 -10.6713 4.4392
H: -18.9419 -12.5152 4.9467
F: -15.6352 -17.4062 6.8981
C: -15.4464 -16.0486 6.7546
F: -14.8103 -15.9557 5.5677
F: -14.4752 -15.6847 7.7270
C: -14.0731 -12.6780 8.5445
P: -15.9649 -13.0782 8.8174
C: -16.0074 -13.0733 10.6274
C: -16.3045 -14.2888 11.2666
C: -16.5488 -14.2889 12.6047
C: -16.3662 -13.1558 13.4168
C: -15.8762 -12.0127 12.7961
C: -15.7594 -11.9612 11.3833
C: -16.7416 -11.3883 8.6350
C: -17.9397 -11.1669 9.3884
C: -18.5504 -9.9377 9.2506
C: -17.8605 -8.8900 8.6646
C: -16.5589 -9.0393 8.2068
C: -16.0381 -10.3289 8.0921
P: -12.5801 -13.7863 8.9791
C: -11.2258 -12.6429 9.1851
C: -10.1077 -12.9750 9.9818
C: -8.9763 -12.1607 9.9727
C: -8.9154 -11.0351 9.0989
C: -9.9859 -10.7679 8.2882
C: -11.1234 -11.5337 8.3357
C: -12.8196 -14.6009 10.6182
C: -13.2378 -15.9578 10.7323
C: -13.2122 -16.5152 12.0315
C: -12.6945 -15.7630 13.1264
C: -12.4733 -14.3783 12.9952
C: -12.4651 -13.7802 11.7118
H: -13.8599 -11.6777 9.0398
H: -14.0998 -12.4895 7.4562
H: -16.2579 -15.1795 10.7140
H: -16.7305 -15.2557 13.1223
H: -16.4918 -13.2092 14.4666
H: -15.5735 -11.1805 13.3637
H: -15.4511 -11.0221 10.9148
H: -18.3636 -11.9504 9.9402
H: -19.5598 -9.6667 9.6602
H: -18.3458 -7.9469 8.4772
H: -15.8755 -8.1644 8.0842
H: -15.0432 -10.4978 7.5869
H: -10.1533 -13.8066 10.6507
H: -8.0381 -12.4251 10.5204
H: -8.0494 -10.3518 9.2155
H: -9.8645 -10.0014 7.5604
H: -12.0408 -11.1390 7.8198
H: -13.6981 -16.4567 9.8690
H: -13.4889 -17.5450 12.2150
H: -12.6682 -16.2520 14.1572
H: -12.2434 -13.8318 13.8773
H: -12.0874 -12.7806 11.5408

Results
* molecular weight: 1037.01 g mol⁻¹
* 2S+1: 3
* DFT total energy: -6696.168171 a.u.
* highest occupied orbital energy (spin up / spin down): -0.266 / -0.266 Eh

# 6
Density functional theory data (wB97M-V/def2-TZVPD) for 12 unconnected molecules or ions with the total composition C32H88O12 in a non-equilibrium geometry.

Positions of all 132 atoms, in Å:
C: 6.8302 3.0838 1.5584
C: 6.0206 3.1292 0.1797
C: 4.6447 3.7623 0.3892
O: 6.6770 3.9557 -0.7840
H: 6.2869 2.4026 2.2133
H: 6.8397 4.0806 1.9993
H: 7.7903 2.6615 1.2615
H: 5.8263 2.1301 -0.2103
H: 4.0023 3.6296 -0.4813
H: 4.7037 4.8462 0.4890
H: 4.1781 3.2273 1.2163
H: 7.6022 3.7028 -0.8251
C: 3.9959 4.6919 -4.2226
C: 2.6107 4.0213 -4.3702
C: 1.9671 3.8092 -2.9714
O: 1.6781 4.7440 -5.1880
H: 3.9764 5.6156 -3.6443
H: 4.3610 5.1400 -5.1467
H: 4.8154 4.0743 -3.8552
H: 2.8106 3.0590 -4.8414
H: 2.5034 3.0060 -2.4661
H: 0.9373 3.4611 -3.0512
H: 1.9723 4.7388 -2.4024
H: 1.5642 5.6376 -4.8563
C: -3.2746 0.3012 -2.6426
C: -2.8373 -0.6112 -3.7796
C: -1.7129 0.0420 -4.5903
O: -2.3616 -1.8139 -3.2640
H: -4.1152 -0.1103 -2.0839
H: -3.7041 1.2195 -3.0429
H: -2.4181 0.4805 -1.9927
H: -3.7451 -0.8046 -4.3510
H: -0.6787 -0.1503 -4.3048
H: -1.8305 1.1222 -4.6761
H: -1.7900 -0.2437 -5.6394
H: -2.9963 -2.0534 -2.5848
C: -3.3972 -5.1731 3.6792
C: -2.3735 -4.2875 4.2899
C: -2.2421 -2.9940 3.5545
O: -2.7738 -4.0095 5.6426
H: -3.1815 -5.3753 2.6301
H: -4.3787 -4.7031 3.7405
H: -3.5533 -6.1351 4.1673
H: -1.4306 -4.8340 4.2754
H: -3.1413 -2.3787 3.5840
H: -1.9058 -3.1121 2.5244
H: -1.4506 -2.3654 3.9626
H: -3.2318 -4.7872 5.9698
C: 0.9651 -2.8545 -2.9763
C: 0.8590 -3.1599 -4.4561
C: 1.2085 -2.0424 -5.3942
O: 1.7261 -4.2674 -4.7405
H: 0.6814 -3.7029 -2.3536
H: 0.3338 -1.9934 -2.7567
H: 1.9649 -2.4873 -2.7447
H: -0.1639 -3.4753 -4.6615
H: 1.6740 -2.4089 -6.3091
H: 1.9161 -1.3488 -4.9399
H: 0.3234 -1.5191 -5.7560
H: 1.7525 -4.7910 -3.9363
C: -2.0064 -5.3835 -2.4471
C: -2.3141 -5.5501 -0.8942
C: -1.6573 -4.4228 -0.1447
O: -3.6854 -5.4299 -0.6233
H: -2.5408 -6.0629 -3.1111
H: -0.9412 -5.4720 -2.6605
H: -2.4796 -4.4264 -2.6664
H: -2.0202 -6.5582 -0.6017
H: -0.5794 -4.5514 -0.2436
H: -1.9842 -4.5751 0.8839
H: -1.9625 -3.4751 -0.5883
H: -3.8539 -4.4898 -0.7197
C: 1.6737 0.4806 -0.1070
C: 0.3002 0.6010 0.4974
C: -0.6506 -0.6123 0.2349
O: 0.3605 0.8290 1.8796
H: 1.9211 -0.5793 -0.1655
H: 2.4085 0.9472 0.5491
H: 1.7552 0.9042 -1.1080
H: -0.0975 1.4874 0.0033
H: -0.3950 -1.5574 0.7140
H: -0.7399 -0.7866 -0.8374
H: -1.6648 -0.4344 0.5925
H: 0.7760 0.0211 2.1901
C: -4.7656 -2.2905 0.8204
C: -5.6850 -2.6313 -0.3817
C: -6.6323 -1.4058 -0.6596
O: -4.8755 -2.7572 -1.5082
H: -5.4360 -2.0295 1.6393
H: -4.1379 -1.4155 0.6515
H: -4.1030 -3.1311 1.0264
H: -6.1252 -3.6155 -0.2214
H: -6.0766 -0.4684 -0.6826
H: -7.3296 -1.2500 0.1636
H: -7.1673 -1.4921 -1.6053
H: -5.4759 -2.7460 -2.2573
C: 4.2530 2.6584 4.4153
C: 3.3914 1.9771 5.4796
C: 1.9087 2.2329 5.2801
O: 3.5287 0.5811 5.3001
H: 4.0650 3.7309 4.4637
H: 4.0427 2.3940 3.3789
H: 5.3320 2.5456 4.5201
H: 3.7175 2.2921 6.4709
H: 1.6463 3.2901 5.2405
H: 1.3141 1.7758 6.0711
H: 1.6556 1.8358 4.2971
H: 4.4582 0.3409 5.2939
C: 1.5856 4.5771 1.0867
C: 0.2475 4.6357 1.8162
C: -0.9725 4.6055 0.9247
O: 0.1275 3.5517 2.7688
H: 2.4144 4.4236 1.7777
H: 1.7006 5.5085 0.5323
H: 1.6065 3.7622 0.3631
H: 0.3292 5.5630 2.3832
H: -1.1769 3.6663 0.4108
H: -0.8384 5.3618 0.1514
H: -1.8093 4.9396 1.5381
H: 0.1651 2.6760 2.3770
C: -3.5280 1.7527 0.8247
O: -3.9383 2.9574 0.1803
H: -2.4474 1.7807 0.6843
H: -3.8209 1.6907 1.8728
H: -3.8546 0.9091 0.2167
H: -4.8909 3.0747 0.1641
C: 2.4612 -2.4302 2.9201
O: 1.8247 -1.1818 3.1272
H: 3.4091 -2.1878 2.4397
H: 2.6533 -3.1087 3.7513
H: 1.9630 -3.0668 2.1889
H: 2.3531 -0.5683 3.6430

Results
* molecular weight: 665.04 g mol⁻¹
* SMILES: CC(C)O.CC(C)O.CC(C)O.CC(C)O.CC(C)O.CC(C)O.CC(C)O.CC(C)O.CC(C)O.CC(C)O.CO.CO
* DFT total energy: -2174.767949 a.u.
* highest occupied orbital energy: -0.349 Eh

# 7
Density functional theory data (wB97M-V/def2-TZVPD) for 2 unconnected molecules or ions with the total composition H4O2 in a non-equilibrium geometry.

Positions of all 6 atoms, in Å:
O: -3.1089 -0.2407 -21.1157
H: -2.7715 -0.8262 -21.7937
H: -4.0606 -0.3003 -21.1991
O: -4.1541 1.4630 -19.1071
H: -4.0367 2.4003 -19.2618
H: -3.5701 1.0408 -19.7371

Results
* molecular weight: 36.03 g mol⁻¹
* 2S+1: 2
* DFT total energy: -152.828770 a.u.
* net charge: -1
* highest occupied orbital energy (spin up / spin down): 0.047 / -0.239 Eh

# 8
Density functional theory data (wB97M-V/def2-TZVPD) for C6H12O in the gas phase in a non-equilibrium geometry.

Positions of all 19 atoms, in Å:
C: -2.7338 0.1998 -0.2860
C: -1.3542 0.5800 0.2472
C: -0.3564 -0.5772 0.1816
C: 0.9991 -0.2169 0.7383
C: 2.2162 -0.9807 0.2962
C: 1.9793 0.4593 -0.1486
O: 1.7131 0.5988 -1.5044
H: -2.6766 -0.1241 -1.3324
H: -3.1656 -0.6264 0.2916
H: -3.4326 1.0421 -0.2353
H: -1.4419 0.9289 1.2857
H: -0.9593 1.4309 -0.3261
H: -0.2485 -0.9082 -0.8592
H: -0.7489 -1.4337 0.7443
H: 1.0007 0.1100 1.7738
H: 2.1013 -1.7173 -0.4921
H: 2.9835 -1.2337 1.0372
H: 2.8162 1.0157 0.2697
H: 1.3084 1.4527 -1.6817

Results
* molecular weight: 100.16 g mol⁻¹
* SMILES: CCC[C@H]1C[C@H]1O
* DFT total energy: -311.009277 a.u.
* highest occupied orbital energy: -0.357 Eh